No. 1
C5H6N2 | ωB97M-V/def2-TZVPD

Last column: Mulliken charge in e.
CARTESIAN COORDINATES (ANGSTROEM)
N -0.5674 2.5980 0.8613  -0.453
C -0.8977 1.6274 0.3255  0.154
C -1.1308 0.4805 -0.5244  0.162
C 0.0622 -0.2226 -1.0489  -0.152
C 1.1964 -0.2634 -0.0339  -0.675
C 0.1650 -0.9104 0.9170  -0.371
N -0.8988 -0.9149 -0.1378  -0.536
H -1.9818 0.5928 -1.1900  0.375
H 0.1437 -0.4385 -2.1099  0.350
H 1.9867 -0.9552 -0.3319  0.278
H 1.6381 0.6925 0.2655  0.291
H 0.3975 -1.9395 1.1950  0.290
H -0.1132 -0.3468 1.8125  0.286

Atomic forces in eV per Å
N -0.5 -0.9 -0.2
C 0.5 0.9 0.3
C 0.0 0.2 -0.2
C 0.1 0.0 -0.4
C 0.1 0.0 0.0
C 0.1 -0.1 0.3
N -0.1 -0.1 0.1
H 0.1 0.0 0.1
H 0.0 -0.1 0.1
H -0.1 0.1 0.1
H -0.1 -0.1 -0.1
H 0.0 0.2 0.0
H 0.0 -0.1 -0.1

Molar mass   94.12 g mol⁻¹
LUMO   0.97 eV
Relative energy (zero: lowest compared OMol25 entry of this formula, charge and spin)   55.20 kcal/mol
DFT total energy   -303.5481 a.u.
Kohn-Sham gap   0.3971 Ha
HOMO energy   -9.838 eV
Multiplicity   1
Structure (SMILES)   N#C[C@H]1[C@H]2CCN21

***

No. 2
C48H55Br5N7O3P2SSm | ωB97M-V/def2-TZVPD

Last column: Mulliken charge in e.
CARTESIAN COORDINATES (ANGSTROEM)
Sm 1.4583 -0.8041 -0.8806  0.673
N 1.4322 -5.0725 2.3714  -0.405
C 1.5752 -4.0047 1.5353  0.133
S 0.5202 -2.6912 1.7533  -0.279
N 2.5366 -4.2247 0.6141  -1.388
N 2.6779 -3.3167 -0.3910  1.318
C 3.6561 -3.6822 -1.2102  -1.304
C 3.8601 -3.0382 -2.4756  0.960
C 4.6620 -3.6934 -3.4561  -0.807
C 4.9165 -3.0768 -4.6673  -0.381
C 4.2513 -1.8647 -4.9129  -0.918
C 3.5286 -1.2214 -3.9224  -0.603
N 3.3721 -1.8090 -2.7297  0.470
H 0.8741 -4.9170 3.2072  0.215
H 2.0683 -5.8783 2.2836  0.202
H 4.3050 -4.4733 -0.9068  0.291
H 4.9943 -4.6977 -3.2894  0.446
H 5.6369 -3.4852 -5.4040  0.339
H 4.3141 -1.3409 -5.9094  0.349
H 3.0197 -0.2931 -4.1296  0.848
Br -1.5456 -1.6143 -7.3400  -0.233
C -1.5505 -1.6550 -5.4716  -0.131
C -1.9702 -2.8472 -4.7383  0.597
Br -3.3205 -3.9654 -5.4432  -0.222
C -1.2659 -3.2346 -3.6356  -0.447
Br -1.3955 -4.9045 -2.7624  -0.176
C -0.2949 -2.2882 -3.0572  0.197
O 0.3353 -2.5418 -2.0071  -0.324
C -0.1398 -0.9352 -3.6727  0.242
O 0.6732 -0.1208 -3.0975  -0.207
C -0.8781 -0.6627 -4.8476  -0.242
Br -1.1518 1.1581 -5.3941  -0.242
O -0.0556 0.4501 0.0892  -0.074
H -0.2363 1.3953 -0.0058  -0.113
H -2.2331 -0.9631 1.8309  0.004
N 3.0832 0.9067 -0.7814  -0.205
P 3.6282 2.3342 -0.8909  0.677
C 2.2581 3.5626 -0.7353  0.051
C 1.5684 4.0158 -1.8659  -0.090
C 0.4675 4.8844 -1.7642  -0.448
C -0.0390 5.2933 -0.5343  -0.685
C 0.7292 4.9325 0.5896  -0.671
C 1.7739 3.9898 0.5260  -0.373
C 4.7754 2.7126 0.4509  0.077
C 5.1747 4.0216 0.6429  -0.052
C 6.1180 4.3249 1.5964  -0.779
C 6.6591 3.2949 2.4115  -0.448
C 6.1186 2.0412 2.3730  -0.778
C 5.1237 1.6994 1.3951  -0.240
C 4.4690 2.7883 -2.4287  0.310
C 4.5991 4.1259 -2.8252  -0.230
C 5.1061 4.4036 -4.0759  -0.609
C 5.7530 3.4135 -4.8376  -0.396
C 5.7993 2.0946 -4.3687  -0.697
C 5.0735 1.7910 -3.2170  -0.477
H 1.8446 3.6851 -2.8861  0.370
H -0.0468 5.1660 -2.7254  0.271
H -0.8370 6.0476 -0.5125  0.396
H 0.4233 5.1878 1.5938  0.343
H 2.1999 3.6846 1.4691  0.453
H 4.7089 4.8351 0.0373  0.141
H 6.5479 5.3148 1.5619  0.344
H 7.4363 3.6402 3.0598  0.396
H 6.4557 1.3283 3.1213  0.378
H 4.5904 0.7645 1.4544  0.564
H 4.1722 4.9365 -2.2059  0.238
H 5.0701 5.4465 -4.4838  0.307
H 6.1749 3.7350 -5.7943  0.342
H 6.2385 1.3205 -4.9591  0.451
H 5.1133 0.8393 -2.7061  0.404
Br 4.5064 -2.4420 3.1086  -0.177
C 3.0984 -1.1717 3.5840  0.228
C 2.8618 -1.0739 4.9733  -0.661
C 2.1579 0.0382 5.4178  -0.341
C 1.5010 0.8287 4.4922  -0.899
C 1.6921 0.5905 3.1443  -0.072
N 2.5318 -0.3681 2.6936  0.226
H 3.4524 -1.6859 5.6507  0.396
H 2.0558 0.1415 6.5096  0.313
H 1.0326 1.7354 4.7604  0.484
H 1.0790 1.0377 2.3370  0.440
C -7.1320 -2.0323 2.6218  -1.869
C -5.5980 -2.0847 2.8384  1.936
C -5.3679 -1.9005 4.3448  -2.040
C -5.0625 -3.4776 2.6071  -1.895
P -4.5239 -0.9735 1.7074  1.224
N -3.0779 -1.5172 2.0063  -0.556
C -4.9904 -1.1761 -0.1523  2.465
C -5.1330 -2.6901 -0.5025  -2.180
C -6.3648 -0.5086 -0.4822  -1.929
C -3.9136 -0.6257 -1.1036  -2.107
C -4.7264 0.8297 2.2501  2.069
C -4.1139 1.8300 1.2496  -1.944
C -3.8643 1.0681 3.5432  -1.528
C -6.2134 1.1951 2.5106  -1.820
H -7.5934 -2.8120 3.2871  0.496
H -7.4651 -2.2565 1.6031  0.252
H -7.6280 -1.1104 2.9704  0.238
H -5.8295 -2.6864 4.9331  0.551
H -5.7643 -0.9678 4.7512  0.315
H -4.2756 -1.9175 4.5431  0.344
H -5.5434 -4.1819 3.3383  0.521
H -3.9660 -3.5465 2.8108  0.360
H -5.3803 -3.8996 1.6164  0.284
H -5.1334 -2.7481 -1.5815  0.633
H -6.0178 -3.2280 -0.1718  0.280
H -4.2997 -3.2961 -0.1845  0.560
H -7.1534 -0.8380 0.2436  0.278
H -6.6840 -0.8603 -1.4988  0.421
H -6.3884 0.5642 -0.4461  0.273
H -2.9076 -1.0157 -0.8098  0.316
H -3.8334 0.4678 -1.2357  0.165
H -4.2016 -1.0302 -2.1076  0.655
H -3.1160 1.5607 0.9088  0.335
H -4.1088 2.8223 1.7422  0.561
H -4.7442 1.8867 0.3485  0.249
H -2.7815 0.9210 3.3425  0.199
H -4.0986 0.3666 4.3573  0.277
H -4.0986 2.1229 3.8509  0.493
H -6.8486 0.8966 1.6947  0.337
H -6.4203 2.2831 2.5621  0.453
H -6.5674 0.6881 3.4099  0.266

Atomic forces in eV per Å
Sm 0.2 0.4 -0.1
N 0.2 -0.7 0.7
C 0.4 0.1 -1.0
S 0.2 0.1 -0.4
N -0.2 0.5 0.2
N 1.2 -1.3 -0.4
C -2.1 1.3 1.5
C 1.0 0.8 -1.7
C -0.4 0.5 0.1
C -0.3 0.5 -0.1
C 0.7 1.0 -1.6
C 0.1 -1.8 0.2
N -0.7 0.2 0.7
H 0.3 -0.3 -0.5
H -0.6 1.0 0.1
H 0.2 -0.8 0.0
H 0.4 -0.3 0.3
H -0.8 0.1 0.5
H 0.1 -0.7 1.1
H -0.1 0.2 0.4
Br -0.7 -0.1 -0.8
C -2.6 -2.9 0.8
C 1.0 1.5 -2.4
Br 0.0 -0.2 -0.4
C 1.8 1.8 1.6
Br -0.3 0.1 0.0
C -1.7 -0.2 -2.3
O 0.7 -0.1 1.2
C -0.3 -0.7 -0.4
O 0.1 0.2 0.9
C 1.6 0.7 2.2
Br 0.6 -0.2 0.0
O -0.2 0.3 0.3
H 0.1 -0.4 -0.1
H -0.5 -0.3 -0.2
N 0.2 -0.2 -0.4
P -1.9 -2.4 0.6
C 0.0 0.7 0.3
C -0.3 0.2 -0.4
C -0.6 -0.5 -1.2
C 1.5 0.7 -0.1
C -0.6 -1.4 0.1
C -0.4 1.0 -1.2
C -0.4 -0.8 1.1
C -0.1 0.8 -0.4
C 0.8 -0.8 -0.1
C -0.7 2.2 -1.1
C -1.1 -1.0 -0.6
C 1.1 2.1 0.4
C 1.0 0.8 -0.6
C -1.0 -0.1 0.1
C 1.0 0.9 -0.9
C -0.5 0.3 0.2
C -1.1 1.0 0.0
C 0.4 0.5 1.3
H 0.0 0.2 0.8
H 0.5 -0.2 1.2
H 0.2 -0.6 0.3
H -0.2 0.4 0.0
H 0.4 -0.2 -0.1
H 0.6 -0.8 0.4
H 0.0 0.2 0.5
H 0.4 -0.4 0.6
H -0.2 -0.2 -0.2
H 0.1 -0.3 -0.5
H 0.2 -0.5 -0.5
H 0.1 -1.0 0.5
H 0.0 -0.4 0.3
H 0.4 -0.4 -0.1
H -0.3 -0.5 -0.6
Br -0.8 0.6 -0.3
C -0.3 1.0 0.6
C 1.0 0.6 -0.7
C -0.3 -1.2 0.6
C 0.9 0.2 -0.4
C -0.2 -1.2 -1.0
N 0.6 -0.8 0.7
H -0.4 -0.1 -0.1
H 0.0 0.4 -0.6
H -0.9 0.6 0.5
H 0.6 0.1 0.5
C -0.6 -0.7 0.6
C -0.8 0.2 0.0
C 1.2 1.3 0.2
C -0.4 -2.2 -0.3
P 1.7 -0.1 0.3
N -0.2 0.5 0.1
C -1.5 0.3 0.5
C 0.2 0.3 0.0
C -0.6 -1.5 0.1
C 0.6 -0.4 -0.3
C 0.1 0.5 0.4
C -0.9 -0.1 -0.5
C -0.4 -0.2 -0.1
C 0.4 0.3 0.0
H 0.4 0.3 -0.6
H 0.2 0.0 0.2
H 0.5 -0.1 -0.4
H -0.2 -0.4 -0.2
H 0.0 0.2 -0.1
H -0.6 0.0 0.0
H 0.2 0.6 -0.3
H -0.9 0.2 -0.7
H 0.8 0.4 0.9
H -0.1 0.0 -0.4
H -0.4 0.5 0.3
H 0.6 0.1 0.2
H 0.6 0.1 -0.7
H 0.2 0.4 0.7
H 0.4 0.6 -0.2
H -0.7 0.3 -0.4
H -0.2 -0.4 0.5
H 0.6 0.3 0.6
H 0.2 0.0 0.2
H 0.1 -0.4 -0.4
H 0.2 0.2 0.2
H -0.7 0.3 0.0
H -0.1 0.4 -0.2
H 0.4 -0.9 0.0
H -0.2 -0.4 -0.4
H 0.6 -0.3 0.4
H -0.1 0.3 0.0

Net charge   -2
Molar mass   1421.91 g mol⁻¹
LUMO (spin up / spin down)   3.72 / 3.72 eV
Relative energy (zero: lowest compared OMol25 entry of this formula, charge and spin)   0.00 kcal/mol
DFT total energy   -17080.0989 a.u.
Kohn-Sham gap (spin up / spin down)   0.1752 / 0.1754 Ha
HOMO energy (spin up / spin down)   -1.046 / -1.051 eV
Multiplicity   6

***

No. 3
C2H2FN3S | ωB97M-V/def2-TZVPD

Last column: Mulliken charge in e.
CARTESIAN COORDINATES (ANGSTROEM)
C -0.4864 -0.1157 0.4105  0.008
C 0.9311 0.4190 0.3277  0.526
N -0.2571 -1.4237 -0.0400  -0.097
N 1.6779 -0.5381 -0.0858  -0.258
N 0.9197 -1.6168 -0.2913  -0.240
F 1.2832 1.6045 0.7814  -0.224
S -1.7440 0.9195 -0.6443  -0.190
H -0.9940 -0.1039 1.4601  0.309
H -1.3304 0.8551 -1.9184  0.166

Atomic forces in eV per Å
C -0.8 2.6 0.4
C -0.9 -1.0 0.8
N -3.2 -1.8 -0.1
N 2.7 4.0 0.7
N 0.1 -2.1 -0.8
F 0.2 -0.8 -0.7
S 0.4 -0.6 1.3
H 1.0 0.0 -1.9
H 0.6 -0.4 0.2

Molar mass   119.12 g mol⁻¹
LUMO   -1.06 eV
Relative energy (zero: lowest compared OMol25 entry of this formula, charge and spin)   43.41 kcal/mol
DFT total energy   -739.6277 a.u.
Kohn-Sham gap   0.3354 Ha
HOMO energy   -10.182 eV
Multiplicity   1
Structure (SMILES)   FC1=NN=N[C@@H]1S

***

No. 4
C3H2N2O3 | ωB97M-V/def2-TZVPD

Last column: Mulliken charge in e.
CARTESIAN COORDINATES (ANGSTROEM)
C -1.0972 -0.1863 0.3387  0.235
C 0.9920 -0.2926 -0.6116  0.344
C -0.2339 -1.1057 -0.5350  0.664
H -0.3212 0.9598 2.0089  0.298
H 0.8308 1.7150 -0.3766  0.340
N -0.2932 0.9134 0.8420  -0.333
N 0.8815 0.7653 0.1794  -0.161
O -2.2245 -0.2886 0.6310  -0.438
O 1.8400 -0.2919 -1.5555  -0.553
O -0.3742 -2.1883 -0.9213  -0.397

Atomic forces in eV per Å
C -0.2 1.5 1.1
C 4.2 0.1 -5.4
C 1.2 2.1 1.8
H 0.5 -0.3 -4.1
H 1.9 -2.5 0.9
N -3.2 -2.7 3.9
N 1.7 6.2 -0.5
O -2.3 -0.9 0.4
O -2.5 -0.7 2.9
O -1.3 -2.8 -1.1

Molar mass   114.06 g mol⁻¹
LUMO   -1.84 eV
Relative energy (zero: lowest compared OMol25 entry of this formula, charge and spin)   96.54 kcal/mol
DFT total energy   -450.6494 a.u.
Kohn-Sham gap   0.3021 Ha
HOMO energy   -10.063 eV
Multiplicity   1
Structure (SMILES)   O=C1NNC(=O)C1=O

***

Repeat the fourth record exactly.
C3H2N2O3 | ωB97M-V/def2-TZVPD

Last column: Mulliken charge in e.
CARTESIAN COORDINATES (ANGSTROEM)
C -1.0972 -0.1863 0.3387  0.235
C 0.9920 -0.2926 -0.6116  0.344
C -0.2339 -1.1057 -0.5350  0.664
H -0.3212 0.9598 2.0089  0.298
H 0.8308 1.7150 -0.3766  0.340
N -0.2932 0.9134 0.8420  -0.333
N 0.8815 0.7653 0.1794  -0.161
O -2.2245 -0.2886 0.6310  -0.438
O 1.8400 -0.2919 -1.5555  -0.553
O -0.3742 -2.1883 -0.9213  -0.397

Atomic forces in eV per Å
C -0.2 1.5 1.1
C 4.2 0.1 -5.4
C 1.2 2.1 1.8
H 0.5 -0.3 -4.1
H 1.9 -2.5 0.9
N -3.2 -2.7 3.9
N 1.7 6.2 -0.5
O -2.3 -0.9 0.4
O -2.5 -0.7 2.9
O -1.3 -2.8 -1.1

Molar mass   114.06 g mol⁻¹
LUMO   -1.84 eV
Relative energy (zero: lowest compared OMol25 entry of this formula, charge and spin)   96.54 kcal/mol
DFT total energy   -450.6494 a.u.
Kohn-Sham gap   0.3021 Ha
HOMO energy   -10.063 eV
Multiplicity   1
Structure (SMILES)   O=C1NNC(=O)C1=O

***

Question: Which of these has the highest molar mass?
Answer: C48H55Br5N7O3P2SSm

***

Question: Which value of multiplicity does entry 4 give?
Answer: 1